No. 1
Entry from the Open Molecules 2025 dataset: C3H8N3O3 as an isolated structure at a distorted geometry (ωB97M-V/def2-TZVPD).

```
17
Properties=species:S:1:pos:R:3:forces:R:3:mulliken_charge:R:1
C -2.06729 0.40447 0.02956 1.338 -1.691 -0.140 0.682
C 1.51622 0.63204 0.29033 0.241 -0.084 0.366 -0.646
C 0.79336 -0.67766 0.05117 -1.633 0.616 -0.142 0.688
N -0.52970 -0.67372 -0.06133 -0.144 0.000 -0.057 -0.069
N -1.70054 1.61741 0.19551 0.096 1.219 0.229 -0.211
N 1.49289 -1.79794 -0.00444 -0.070 -0.174 0.007 -0.353
O -2.96405 -0.32775 -0.07639 -0.444 0.265 0.025 -0.424
O -1.03380 -1.95591 -0.24025 0.395 -0.029 -0.010 -0.497
O 0.91891 1.74657 -0.32453 -0.021 0.106 -0.210 -0.571
H 1.49421 0.84110 1.36721 0.098 -0.135 -0.171 0.266
H 2.56243 0.52873 -0.01280 -0.098 -0.039 0.049 0.440
H -0.70632 1.87967 0.11669 -0.175 -0.122 -0.098 0.318
H -2.41370 2.33258 0.28842 0.006 -0.132 -0.016 0.249
H 2.49617 -1.79919 0.08678 -0.097 0.026 -0.030 0.212
H 1.00003 -2.67410 -0.09792 0.099 -0.024 0.027 0.235
H -2.00555 -1.87654 -0.34614 0.383 0.244 0.101 0.360
H 1.14675 1.80025 -1.26187 0.025 -0.047 0.069 0.322
```
Forces are in eV/Å.

Summary:
Total charge: +1
Frontier orbital gap, eV: 10.64
Relative energy (zero: lowest compared OMol25 entry of this formula, charge and spin), kcal per mole: 0.0

=====

No. 2
Entry from the Open Molecules 2025 dataset: one molecule with the formula C3H8N3P at a distorted geometry (ωB97M-V/def2-TZVPD).

```
15
Properties=species:S:1:pos:R:3:forces:R:3:mulliken_charge:R:1
C 1.96843 -0.04587 0.80279 0.422 -1.781 -4.066 -1.411
C 1.03813 0.29099 -0.35908 -1.225 0.207 0.109 0.244
C -0.10714 -0.73121 -0.54698 1.015 1.671 3.876 -0.736
N -1.22641 0.09544 -0.10996 1.141 -1.747 -1.925 0.589
P -2.75298 -0.33074 0.29636 -2.184 -3.404 -0.598 -0.261
N -0.88961 1.36058 -0.02091 1.052 2.288 0.439 -0.220
N 0.32788 1.54761 -0.10132 -0.028 0.927 0.000 -0.570
H 1.41241 -0.19194 1.65771 -1.000 -0.410 1.962 0.386
H 2.73511 0.63817 0.89237 1.384 1.797 0.531 0.427
H 2.48080 -0.95935 0.42285 -0.328 0.135 0.917 0.334
H 1.41515 0.45318 -1.34806 1.412 -0.047 -0.226 0.403
H -0.05479 -1.13312 -1.48074 -0.837 -1.030 -2.722 0.352
H 0.05455 -1.45907 0.21428 -0.114 -1.204 0.246 0.344
H -3.46581 -0.45572 -1.03176 0.526 0.774 1.169 0.030
H -2.93570 0.92106 0.71245 -1.237 1.824 0.288 0.089
```
Forces are in eV/Å.

Summary:
Frontier orbital gap, eV: 9.38
SMILES: C[C@H]1CN(P)N=N1
Relative energy (zero: lowest compared OMol25 entry of this formula, charge and spin), kcal per mole: 31.2

=====

No. 3
Entry from the Open Molecules 2025 dataset: an isolated ion of composition C3H8N3S and charge +1 at a distorted geometry (ωB97M-V/def2-TZVPD).

```
15
Properties=species:S:1:pos:R:3:forces:R:3:mulliken_charge:R:1
C -2.09628 0.52333 0.01462 0.374 2.284 -1.217 0.471
C -0.07247 -1.32165 -0.20297 -2.453 2.052 -1.919 -0.531
C 1.91138 0.01724 -0.35182 0.700 -1.013 0.606 -0.627
N -2.79220 1.42054 -0.40431 1.839 -5.155 1.506 -0.261
N 0.07104 1.02933 0.56492 -2.781 0.184 0.322 -0.885
N 0.68619 -0.25254 0.51221 0.400 1.715 -0.319 0.256
S -1.89305 -1.19301 0.26338 0.620 0.397 -0.099 0.034
H -0.06074 -0.94758 -1.31016 0.210 -1.541 1.924 0.339
H 0.26493 -2.32350 0.06099 0.027 0.078 -0.433 0.405
H 2.22400 -1.07328 -0.36689 1.311 1.625 -0.654 0.324
H 1.47488 0.30612 -1.32332 0.460 -0.057 0.508 0.297
H 2.62736 0.88708 0.02030 -1.652 -2.388 -0.363 0.307
H -2.97103 2.37077 -0.42910 -0.074 2.065 -0.005 0.280
H -0.27059 1.19002 1.53152 0.443 -0.330 -0.477 0.254
H 0.89657 -0.63287 1.42064 0.577 0.083 0.620 0.336
```
Forces are in eV/Å.

Summary:
Total charge: +1
Frontier orbital gap, eV: 8.94
Relative energy (zero: lowest compared OMol25 entry of this formula, charge and spin), kcal per mole: 108.6

=====

No. 4
Entry from the Open Molecules 2025 dataset: an isolated ion of composition C3H8N3S and charge +1 at a distorted geometry (ωB97M-V/def2-TZVPD).

```
15
Properties=species:S:1:pos:R:3:forces:R:3:mulliken_charge:R:1
C 2.72543 -1.01449 -0.01579 -1.835 -1.652 1.924 -1.005
C 1.48882 -0.72885 0.35083 0.278 -0.182 -1.345 0.180
N 0.90062 0.51743 0.14494 -3.147 -0.520 -0.562 -0.123
C -0.47873 0.55092 0.01983 -1.139 5.538 0.275 0.795
N -0.99562 1.88209 -0.02480 -4.036 -6.527 1.554 -0.370
N -1.46763 -0.36928 0.06756 -0.163 -1.223 0.320 -0.569
S -3.56798 -0.53318 0.12580 3.899 0.748 -0.429 0.089
H 3.47585 -0.39256 -0.29533 1.653 2.282 -1.098 0.364
H 3.08512 -1.95999 0.27084 0.252 -1.306 -0.010 0.274
H 0.71414 -1.44917 0.62400 0.883 -0.099 0.364 0.208
H 1.38621 1.36470 -0.17706 -0.191 -0.787 0.399 0.262
H -0.65007 2.73214 -0.28518 1.530 2.198 -0.768 0.190
H -2.05201 1.75088 0.15536 2.396 1.378 -0.789 0.155
H -1.19169 -1.33588 0.15874 0.060 0.066 0.083 0.298
H -3.37245 -1.01475 -1.11975 -0.439 0.085 0.081 0.254
```
Forces are in eV/Å.

Summary:
Total charge: +1
Frontier orbital gap, eV: 7.04
SMILES: C=CNC(=[NH2+])NS
Relative energy (zero: lowest compared OMol25 entry of this formula, charge and spin), kcal per mole: 62.9

=====

No. 5
Entry from the Open Molecules 2025 dataset: a 2-piece molecular cluster, C3H8N4 overall at a distorted geometry (ωB97M-V/def2-TZVPD).

```
15
Properties=species:S:1:pos:R:3:forces:R:3:mulliken_charge:R:1
C -0.18341 -2.48077 3.42036 0.237 -3.649 2.444 -0.160
C 0.19452 0.14489 -0.84791 -1.123 -3.355 -3.560 0.765
C 0.38618 1.36751 -1.54390 3.122 2.283 1.218 -1.103
N -0.22771 0.36634 0.38676 -0.666 0.702 4.505 0.080
N -0.17186 -1.50915 2.88020 0.003 3.497 -2.134 -0.216
N 0.06764 -1.05080 -1.42114 -0.078 0.128 1.710 -0.264
N 0.26125 0.37596 1.51169 -0.203 0.470 0.943 -0.027
H -0.10578 -3.36925 4.01188 -0.202 -0.235 -0.002 0.425
H -0.29702 1.85951 -2.15391 -2.684 0.306 -0.514 0.362
H 0.77517 2.15067 -0.83738 -0.296 -0.588 -0.695 0.330
H 1.10208 1.24392 -2.30695 1.653 -0.509 -0.809 0.398
H 0.23026 -1.36095 -2.40487 -0.051 1.173 0.747 0.300
H -0.29038 -1.81985 -0.82774 0.435 0.405 -0.434 0.282
H 1.21374 -0.00670 1.79855 -0.754 0.419 -0.815 0.395
H -0.27220 0.76962 2.42172 0.604 -1.047 -2.605 0.434
```
Forces are in eV/Å.

Summary:
Total charge: +2
Frontier orbital gap, eV: 9.73
Relative energy (zero: lowest compared OMol25 entry of this formula, charge and spin), kcal per mole: 75.1

=====

No. 6
Entry from the Open Molecules 2025 dataset: a 2-piece molecular cluster, C3H8N4 overall at a distorted geometry (ωB97M-V/def2-TZVPD).

```
15
Properties=species:S:1:pos:R:3:forces:R:3:mulliken_charge:R:1
C 0.62409 0.22373 0.45063 -0.510 0.969 0.014 -0.272
C -2.37247 2.27419 -0.74181 -0.445 -1.705 0.302 0.442
C 1.91099 -3.10962 0.70441 -0.658 -2.452 -0.113 -0.534
N 1.97441 -1.73122 0.70311 1.140 2.132 0.201 -0.289
N 1.22946 -0.85180 0.56742 0.259 -1.059 0.017 0.551
N -2.58595 1.15648 -0.49003 0.225 0.615 -0.045 -0.090
N -1.95606 3.44246 -0.93390 0.304 1.773 -0.130 -0.305
H 0.54231 0.69181 -0.51802 0.110 -0.194 -0.235 0.276
H 2.31609 -3.46218 1.66224 -0.044 0.209 -0.048 0.300
H 2.63569 -3.47547 -0.03548 -0.080 0.197 0.041 0.299
H 0.91830 -3.53195 0.52377 0.086 0.138 0.014 0.359
H 0.22399 0.71075 1.32873 -0.008 -0.169 0.223 0.295
H -3.26979 0.41780 -0.51161 -0.310 -0.116 -0.097 0.352
H -1.53880 3.72621 -1.81949 -0.092 -0.098 -0.016 0.306
H -2.17362 4.19343 -0.27036 0.022 -0.240 -0.130 0.309
```
Forces are in eV/Å.

Summary:
Total charge: +2
Frontier orbital gap, eV: 10.27
Relative energy (zero: lowest compared OMol25 entry of this formula, charge and spin), kcal per mole: 46.6

=====

No. 7
Entry from the Open Molecules 2025 dataset: one molecule with the formula C3H8N4O at a distorted geometry (ωB97M-V/def2-TZVPD).

```
16
Properties=species:S:1:pos:R:3:forces:R:3:mulliken_charge:R:1
C 1.14807 -0.54720 -1.61661 -1.447 0.855 1.099 -0.927
C -0.08953 -0.73916 -0.68451 0.848 -0.466 0.152 0.514
N 0.18948 -1.06002 0.66011 0.016 0.169 -0.139 -0.496
C 0.49049 -0.24885 1.60075 -0.209 -2.718 -0.230 0.037
N 0.53301 1.06600 1.50769 0.609 3.647 1.743 -0.092
N -0.24836 1.78137 0.60687 -1.876 -0.723 -0.704 -0.732
N -1.25235 -0.85667 -1.19526 -0.045 0.771 -0.586 -0.475
O -2.21228 -0.98903 -0.19284 -0.506 -0.097 0.875 -0.403
H 1.93607 -0.15797 -0.96990 0.133 -0.051 -0.141 0.275
H 1.42303 -1.54259 -1.93294 0.246 0.011 -0.622 0.335
H 0.94341 0.21930 -2.41043 0.127 -1.170 0.463 0.302
H 0.72904 -0.70086 2.58176 0.090 0.486 -0.492 0.372
H 0.55052 1.68593 2.33440 0.530 -1.445 -0.279 0.289
H -1.15754 1.26445 0.61732 0.575 0.854 -0.517 0.327
H 0.11553 1.70679 -0.33103 0.150 -0.012 -0.156 0.323
H -3.09859 -0.88149 -0.57538 0.758 -0.111 -0.464 0.351
```
Forces are in eV/Å.

Summary:
Frontier orbital gap, eV: 9.67
SMILES: CC(/N=C\NN)=N/O
Relative energy (zero: lowest compared OMol25 entry of this formula, charge and spin), kcal per mole: 93.3

=====

No. 8
Entry from the Open Molecules 2025 dataset: one molecule with the formula C3H8N4O (ωB97M-V/def2-TZVPD).

```
16
Properties=species:S:1:pos:R:3:forces:R:3:mulliken_charge:R:1
C -1.02967 -0.20844 1.29839 0.159 0.016 -0.071 -1.190
C -0.93446 -0.12130 -0.20088 0.167 0.015 0.389 0.811
N -2.06904 -0.43213 -0.87626 -0.300 0.003 -0.017 -0.413
N 0.10140 0.20302 -0.86767 0.085 -0.124 -0.634 -0.762
C 1.36747 0.39252 -0.33547 -0.350 -0.372 0.177 0.478
N 1.78490 1.70763 -0.25330 0.005 0.334 0.094 -0.474
N 2.18599 -0.52154 0.01217 0.475 0.150 0.154 -0.450
O 1.73926 -1.83946 0.01615 -0.357 -0.152 -0.023 -0.342
H -1.54614 -1.11996 1.59176 -0.020 -0.036 0.045 0.366
H -0.03680 -0.19700 1.74043 0.015 -0.019 0.003 0.332
H -1.58788 0.64713 1.67685 -0.057 0.035 0.018 0.340
H -2.08455 -0.26283 -1.86762 0.013 0.026 -0.003 0.254
H -2.94624 -0.45412 -0.38802 0.022 -0.022 -0.030 0.224
H 1.39060 2.30946 -0.96051 0.062 -0.082 -0.007 0.236
H 2.78528 1.79208 -0.15039 -0.014 0.039 -0.026 0.265
H 0.87989 -1.89506 -0.43560 0.097 0.190 -0.069 0.325
```
Forces are in eV/Å.

Summary:
Frontier orbital gap, eV: 8.83
SMILES: C/C(N)=N\C(N)=N/O
Relative energy (zero: lowest compared OMol25 entry of this formula, charge and spin), kcal per mole: 49.6

=====

No. 9
Entry from the Open Molecules 2025 dataset: a 2-piece molecular cluster, C3H8N4O overall at a distorted geometry (ωB97M-V/def2-TZVPD).

```
16
Properties=species:S:1:pos:R:3:forces:R:3:mulliken_charge:R:1
C -0.56836 1.21199 0.04735 0.129 -0.151 0.144 -0.883
N -1.40005 0.03017 -0.06824 -0.469 0.290 0.239 0.241
N -2.69606 0.21447 -0.58204 -0.110 -0.243 -0.362 -0.685
C -1.21213 -1.11020 0.65856 -1.007 0.306 0.003 0.112
O -0.27954 -1.36455 1.38072 0.549 -0.052 0.149 -0.622
H -1.05636 2.00501 0.61874 -0.309 -0.057 -0.013 0.312
H 0.32868 0.94531 0.59879 0.193 0.033 -0.341 0.342
H -0.36275 1.59026 -0.95713 0.276 -0.014 0.167 0.295
H -2.65636 0.43597 -1.57513 0.114 -0.066 0.233 0.246
H -3.18701 0.97253 -0.11126 0.276 -0.114 0.082 0.249
H -2.07910 -1.78134 0.56408 0.059 -0.003 -0.223 0.394
N 2.23821 -0.35213 0.74332 -0.495 0.282 -0.227 -0.519
C 2.88119 -0.55151 -0.26317 2.371 -0.050 1.006 0.429
N 3.71996 -0.58123 -1.13819 -1.222 0.164 -1.205 -0.520
H 1.61270 -0.99896 1.19846 -0.294 -0.145 -0.101 0.342
H 4.71697 -0.66578 -1.11483 -0.062 -0.180 0.448 0.266
```
Forces are in eV/Å.

Summary:
Frontier orbital gap, eV: 10.37
SMILES: CN(N)C=O.N=C=N
Relative energy (zero: lowest compared OMol25 entry of this formula, charge and spin), kcal per mole: 58.5

=====

No. 10
Entry from the Open Molecules 2025 dataset: one molecule with the formula C3H8N4O at a distorted geometry (ωB97M-V/def2-TZVPD).

```
16
Properties=species:S:1:pos:R:3:forces:R:3:mulliken_charge:R:1
H 3.42697 0.82321 0.39591 -0.217 -1.786 -1.196 0.259
N 3.38327 -0.10058 -0.16778 1.278 1.890 1.636 -0.683
C 2.20094 -0.49187 -0.29530 1.140 -1.182 -2.154 0.210
N 1.06104 0.17542 -0.05609 -1.877 -0.458 1.108 0.049
O 1.07730 1.40689 0.68592 0.933 -1.903 -0.368 -0.442
C -0.07148 -0.66263 0.34271 -0.590 0.744 -1.424 -0.708
C -1.32080 0.09340 -0.13693 -2.306 -1.639 2.367 0.550
N -2.57957 -0.46787 0.29988 -0.592 1.731 -2.888 -0.543
N -1.29528 1.24283 -0.61291 3.076 0.342 -0.627 -0.632
H -2.13704 1.64137 -0.88838 -1.943 0.732 -0.295 0.191
H 2.04032 -1.43484 -0.95820 -0.039 1.370 1.459 0.215
H 0.31558 1.75408 0.21366 -0.679 1.150 -0.266 0.388
H -0.02744 -1.64431 -0.21035 0.090 0.957 0.673 0.376
H -0.13853 -0.81879 1.42639 0.072 -0.048 -0.137 0.270
H -3.34410 -0.04185 -0.39321 1.899 -1.729 2.301 0.247
H -2.59115 -1.47447 0.35466 -0.244 -0.170 -0.189 0.254
```
Forces are in eV/Å.

Summary:
Frontier orbital gap, eV: 9.38
SMILES: [H]/N=C\N(O)C/C(N)=N/[H]
Relative energy (zero: lowest compared OMol25 entry of this formula, charge and spin), kcal per mole: 85.1

=====

What did the third record say?
Entry from the Open Molecules 2025 dataset: an isolated ion of composition C3H8N3S and charge +1 at a distorted geometry (ωB97M-V/def2-TZVPD).

```
15
Properties=species:S:1:pos:R:3:forces:R:3:mulliken_charge:R:1
C -2.09628 0.52333 0.01462 0.374 2.284 -1.217 0.471
C -0.07247 -1.32165 -0.20297 -2.453 2.052 -1.919 -0.531
C 1.91138 0.01724 -0.35182 0.700 -1.013 0.606 -0.627
N -2.79220 1.42054 -0.40431 1.839 -5.155 1.506 -0.261
N 0.07104 1.02933 0.56492 -2.781 0.184 0.322 -0.885
N 0.68619 -0.25254 0.51221 0.400 1.715 -0.319 0.256
S -1.89305 -1.19301 0.26338 0.620 0.397 -0.099 0.034
H -0.06074 -0.94758 -1.31016 0.210 -1.541 1.924 0.339
H 0.26493 -2.32350 0.06099 0.027 0.078 -0.433 0.405
H 2.22400 -1.07328 -0.36689 1.311 1.625 -0.654 0.324
H 1.47488 0.30612 -1.32332 0.460 -0.057 0.508 0.297
H 2.62736 0.88708 0.02030 -1.652 -2.388 -0.363 0.307
H -2.97103 2.37077 -0.42910 -0.074 2.065 -0.005 0.280
H -0.27059 1.19002 1.53152 0.443 -0.330 -0.477 0.254
H 0.89657 -0.63287 1.42064 0.577 0.083 0.620 0.336
```
Forces are in eV/Å.

Summary:
Total charge: +1
Frontier orbital gap, eV: 8.94
Relative energy (zero: lowest compared OMol25 entry of this formula, charge and spin), kcal per mole: 108.6